1.
ORCA calculation (wB97M-V/def2-TZVPD) on a molecular structure, C43H42MoN3O5S at a distorted geometry.

## Properties
- 2S+1 = 3
- Kohn-Sham gap (spin up / spin down) (Eh) = 0.1963 / 0.1997
- charge = -1
- E_tot (eV) = -72662.553
- ⟨S²⟩ = 2.124

Geometry as XYZ:
```
95
C43H42MoN3O5S, DFT wB97M-V/def2-TZVPD
Mo 0.25 0.96 0.97
C 0.03 3.43 3.04
N -0.09 1.92 2.91
C 0.98 1.29 3.77
C 2.37 1.50 3.19
C 2.82 0.42 2.18
N 1.72 -0.26 1.42
C 1.65 -1.63 1.49
C 2.21 -2.54 0.56
C 2.90 -3.60 1.17
C 3.54 -4.60 0.45
C 3.32 -4.72 -0.93
C 2.62 -3.76 -1.57
C 2.22 -2.52 -0.94
O 2.01 -1.47 -1.58
C -1.41 1.53 3.51
C -2.57 1.47 2.47
C -2.06 1.23 1.03
N -1.35 -0.11 0.83
C -2.00 -1.26 0.33
C -2.31 -2.58 1.18
C -3.85 -2.93 1.24
C -4.19 -3.90 2.26
C -3.36 -4.21 3.32
C -2.13 -3.57 3.53
C -1.64 -2.61 2.62
O -0.60 -1.96 2.85
H -0.20 3.69 4.11
H -0.69 3.82 2.31
H 1.04 3.74 2.73
H 0.73 0.28 4.04
H 0.99 1.94 4.70
H 3.11 1.46 4.01
H 2.48 2.53 2.78
H 3.31 -0.41 2.75
H 3.53 0.90 1.45
H 1.51 -2.17 2.47
H 2.85 -3.65 2.28
H 4.16 -5.30 0.98
H 3.70 -5.59 -1.51
H 2.39 -3.78 -2.62
H -1.71 2.19 4.36
H -1.27 0.50 3.84
H -3.10 2.48 2.41
H -3.26 0.64 2.69
H -1.40 2.02 0.72
H -2.91 1.29 0.27
H -3.01 -0.89 -0.05
H -4.22 -1.89 1.51
H -5.15 -4.43 2.14
H -3.60 -5.02 3.98
H -1.51 -3.64 4.43
C -5.88 -3.47 -4.20
C -5.43 -3.33 -2.80
C -5.54 -2.14 -2.09
C -5.16 -2.07 -0.78
C -4.51 -3.11 -0.12
C -4.46 -4.34 -0.85
C -4.86 -4.42 -2.18
S -1.71 -3.32 -1.22
O -1.27 -1.74 -0.91
O -0.51 -3.99 -1.67
O -1.68 -3.64 0.50
H -6.91 -3.85 -4.29
H -5.24 -4.18 -4.67
H -5.92 -2.52 -4.72
H -5.91 -1.22 -2.63
H -5.24 -1.14 -0.24
H -4.01 -5.21 -0.33
H -4.76 -5.39 -2.68
C 1.06 2.24 -0.15
C 1.73 3.03 -0.88
C 2.54 3.71 -1.73
C 2.49 3.24 -3.18
C 3.60 3.20 -4.02
C 3.56 2.55 -5.22
C 2.40 2.01 -5.67
C 1.30 1.89 -4.82
C 1.27 2.65 -3.64
C 3.41 4.84 -1.31
C 3.77 5.88 -2.19
C 4.60 6.87 -1.69
C 5.06 6.89 -0.40
C 4.71 5.82 0.48
C 3.96 4.79 -0.01
H 4.48 3.68 -3.69
H 4.44 2.55 -5.90
H 2.26 1.71 -6.70
H 0.41 1.28 -5.05
H 0.35 2.77 -3.08
H 3.29 5.99 -3.17
H 4.94 7.64 -2.33
H 5.59 7.78 0.04
H 5.12 5.83 1.51
H 3.74 3.94 0.63
```

***

2.
ORCA calculation (wB97M-V/def2-TZVPD) on 3 unconnected molecules or ions with the total composition C4H12O3S at a distorted geometry.

## Properties
- ΔE to the lowest compared entry with this formula, charge and spin (kJ/mol) = 181.5
- structure (SMILES) = O=CCCCS.O.O
- Kohn-Sham gap (Eh) = 0.3563
- E_tot (eV) = -21317.866

Geometry as XYZ:
```
20
C4H12O3S, DFT wB97M-V/def2-TZVPD
O 2.73 1.79 -1.26
C 2.17 0.71 -1.41
C 1.75 -0.01 -0.17
C 0.23 -0.20 -0.14
C -0.61 0.39 0.95
S -0.21 1.99 1.57
H 1.96 0.40 -2.43
H 1.99 0.70 0.76
H 2.34 -1.05 -0.25
H -0.07 0.27 -1.19
H 0.08 -1.32 -0.29
H -0.47 -0.13 1.79
H -1.63 0.19 0.53
H 0.29 2.73 0.58
O -0.14 -7.03 1.62
H -0.50 -6.32 0.98
H -0.28 -6.41 2.30
O -3.39 4.42 -1.68
H -3.58 3.91 -0.81
H -2.66 4.98 -1.44
```

***

3.
ORCA calculation (wB97M-V/def2-TZVPD) on C6H8FN in the gas phase at a distorted geometry.

## Properties
- ΔE to the lowest compared entry with this formula, charge and spin (kJ/mol) = 213.8
- structure (SMILES) = C[C@H]1C=CN=C[C@@H]1F
- Kohn-Sham gap (Eh) = 0.3444
- E_tot (eV) = -10556.842

Geometry as XYZ:
```
16
C6H8FN, DFT wB97M-V/def2-TZVPD
C 1.58 0.22 0.54
C 0.51 0.52 -0.45
C 0.09 -0.71 -1.15
C -0.94 -1.37 -0.65
N -1.37 -1.17 0.58
C -1.28 0.01 1.02
C -0.82 1.15 0.18
F -1.70 1.36 -0.83
H 2.02 1.14 1.11
H 2.34 -0.34 0.03
H 1.19 -0.59 1.21
H 0.85 1.04 -1.26
H 0.68 -1.14 -1.98
H -1.03 -2.38 -1.04
H -1.54 0.17 1.97
H -0.55 2.09 0.72
```

***

4.
ORCA calculation (wB97M-V/def2-TZVPD) on 2 unconnected molecules or ions with the total composition C2H3N3O at a distorted geometry.

## Properties
- ΔE to the lowest compared entry with this formula, charge and spin (kJ/mol) = 483.9
- 2S+1 = 3
- Kohn-Sham gap (spin up / spin down) (Eh) = 0.2796 / 0.3297
- E_tot (eV) = -8630.379
- ⟨S²⟩ = 2.007

Geometry as XYZ:
```
9
C2H3N3O, DFT wB97M-V/def2-TZVPD
C -1.49 0.07 -0.48
C 0.79 -0.15 0.93
N -1.89 1.40 -0.65
N -1.24 0.94 -1.60
N 2.02 -0.20 0.32
O 1.34 -1.38 0.83
H -2.09 -0.81 -0.52
H 0.56 0.32 1.86
H 2.01 -0.21 -0.70
```